No. 1
# C4H5N3O

A single C4H5N3O molecule at a distorted geometry (wB97M-V/def2-TZVPD, the Open Molecules 2025 dataset).

```
13
Properties=species:S:1:pos:R:3:forces:R:3
C 1.28532 -0.19636 0.11890 4.38 3.34 -0.44
C -0.66634 1.39264 0.13148 -0.78 -1.39 -0.47
C -1.65185 0.45698 -0.06202 -1.80 4.44 0.06
C -0.65559 -1.64534 0.12062 1.72 -0.08 -0.12
H 2.80124 -1.30297 -0.50316 -0.41 2.25 1.51
H 1.38520 1.99152 0.06261 -1.60 -2.33 0.24
H -1.05065 2.45079 0.18162 0.81 -1.35 -0.23
H -2.69034 0.87844 -0.27348 1.62 -0.49 0.63
H -0.87710 -2.75223 -0.17950 0.24 2.10 1.31
N 2.60907 -0.26765 -0.19917 -4.29 -1.50 -0.55
N 0.71056 1.15948 0.20672 1.80 0.22 0.12
N 0.57422 -1.28590 0.46553 -4.05 -2.77 -1.84
O -1.77373 -0.87939 -0.07013 2.37 -2.45 -0.22
```
Forces are in eV/Å.

The value obtained for the orbital gap is 7.934 eV. The calculation puts the LUMO energy at -0.27 eV. Its charge is 0. The energy relative to the best compared isomer or geometry (same formula, charge and spin) comes out at 88.8 kcal/mol. As for the SMILES: [H]/N=C1\N=COC=CN1.


No. 2
# C4H5N3O

A single C4H5N3O molecule at a distorted geometry (wB97M-V/def2-TZVPD, the Open Molecules 2025 dataset).

```
13
Properties=species:S:1:pos:R:3:forces:R:3
C 1.61015 0.71880 -1.25167 3.04 3.25 -2.67
C 0.30532 0.42117 -1.29925 1.02 0.09 -0.98
C -2.02336 -0.65431 0.98500 -2.08 2.25 -0.27
C 0.47906 -0.40542 0.92771 0.70 -0.07 -3.26
H 2.21494 0.83475 -0.33417 -0.47 -0.79 -0.75
H 2.33198 1.24916 -2.20921 -3.01 -1.58 2.82
H -0.31649 0.74314 -2.20063 0.56 -1.27 1.58
H -3.14631 -0.30014 0.86424 2.33 -1.43 0.19
H 1.48796 -0.30323 0.92423 2.94 0.27 -0.85
N -0.17990 -0.40192 -0.24987 4.48 2.75 -1.36
N -1.45836 -0.50479 2.10678 1.30 -0.66 -1.51
N 0.08605 -0.59154 2.04989 -4.85 -0.92 5.28
O -1.39103 -0.80567 -0.31307 -5.95 -1.88 1.79
```
Forces are in eV/Å.

The value obtained for the orbital gap is 9.150 eV. The calculation puts the LUMO energy at 0.74 eV. Its charge is 0. The energy relative to the best compared isomer or geometry (same formula, charge and spin) comes out at 175.9 kcal/mol. As for the SMILES: C=CN1C=NN=CO1.


No. 3
# C4H5N3O

A single C4H5N3O molecule at a distorted geometry (wB97M-V/def2-TZVPD, the Open Molecules 2025 dataset).

```
13
Properties=species:S:1:pos:R:3:forces:R:3
C -2.03934 -0.29754 0.95701 -0.69 -1.66 0.13
C -0.72807 -0.12360 0.23738 2.84 -4.31 0.35
C 0.34077 -1.09554 0.09219 -2.53 1.61 0.91
C 1.67557 0.52646 -0.83672 2.97 3.15 -1.16
H -2.52265 -1.33637 0.86734 0.80 1.46 -0.31
H -2.70750 0.46295 0.54433 -0.08 -0.25 0.23
H -1.97177 -0.17732 2.05328 0.26 0.32 -0.49
H 0.30778 -2.19377 0.34667 -0.06 1.52 -0.20
H 3.19748 1.62407 -1.55979 -0.65 0.84 -0.13
N 2.89896 0.74761 -1.18953 -1.98 -0.87 0.60
N 0.53531 1.48337 -0.83903 1.07 -1.65 0.04
N -0.53769 1.09271 -0.30492 0.43 1.84 -0.63
O 1.55115 -0.71302 -0.36820 -2.37 -2.00 0.67
```
Forces are in eV/Å.

The value obtained for the orbital gap is 8.050 eV. The calculation puts the LUMO energy at -0.88 eV. Its charge is 0. The energy relative to the best compared isomer or geometry (same formula, charge and spin) comes out at 92.2 kcal/mol. As for the SMILES: [H]/N=c1\nnc(C)co1.


No. 4
# C4H5N3O

A molecular structure, C4H5N3O at a distorted geometry (wB97M-V/def2-TZVPD, the Open Molecules 2025 dataset).

```
13
Properties=species:S:1:pos:R:3:forces:R:3
C 1.44482 -0.96869 -0.02897 -4.99 -1.92 0.39
C 0.05769 -0.65169 -0.26045 1.98 0.89 1.74
C -2.06447 -0.43593 0.15030 0.65 -5.43 -0.91
C -0.21408 0.80151 -0.06921 -0.27 -2.49 -1.27
H 3.33309 -0.45642 0.91383 -3.05 0.31 -4.13
H 2.44188 0.87005 0.37600 -1.43 -2.11 -2.20
H 1.75429 -1.96595 0.28505 -0.53 -0.14 -0.55
H -3.06377 -0.84446 0.28882 -0.15 1.12 0.08
H -2.27954 1.52170 0.06319 -0.10 1.37 0.16
N 2.45484 -0.14049 -0.06058 6.59 3.19 5.93
N -1.16652 -1.37770 -0.04597 1.05 0.80 0.07
N -1.62120 0.78948 0.04481 0.57 2.69 0.52
O 0.60005 1.68811 -0.03060 -0.33 1.73 0.17
```
Forces are in eV/Å.

The value obtained for the orbital gap is 8.112 eV. The calculation puts the LUMO energy at 0.13 eV. Its charge is 0. The energy relative to the best compared isomer or geometry (same formula, charge and spin) comes out at 80.7 kcal/mol.


No. 5
# C4H5N3O

A single C4H5N3O molecule at a distorted geometry (wB97M-V/def2-TZVPD, the Open Molecules 2025 dataset).

```
13
Properties=species:S:1:pos:R:3:forces:R:3
C -0.88023 -0.42215 0.83827 -5.61 -0.12 0.24
C 1.26594 -0.23468 -1.36126 -0.74 1.94 3.23
C 0.71908 0.79624 -0.30302 5.55 -0.34 0.93
C -0.59813 0.85164 0.04184 -0.76 -3.93 1.53
H -2.37594 0.74149 1.02766 0.83 -3.22 2.03
H 0.17659 -2.07744 1.07566 1.42 -2.44 2.57
H 2.14767 0.13844 -1.84560 0.51 -0.67 -0.05
H 0.48166 -0.73551 -1.87783 -0.31 -0.17 -0.69
H 1.23264 1.61464 0.42801 -0.34 -1.55 -2.75
N -2.06088 -0.32757 1.49305 3.56 1.12 -3.25
N 0.05122 -1.46049 0.36779 -1.81 5.83 -1.30
N 1.24064 -0.57092 0.11693 0.51 -0.50 -1.66
O -1.40026 1.68631 -0.00149 -2.82 4.06 -0.83
```
Forces are in eV/Å.

The value obtained for the orbital gap is 9.648 eV. The calculation puts the LUMO energy at -0.02 eV. Its charge is 0. The energy relative to the best compared isomer or geometry (same formula, charge and spin) comes out at 142.9 kcal/mol. As for the SMILES: [H]/N=C1/NN2C[C@H]2C1=O.


No. 6
# C4H5N3O

A single C4H5N3O molecule at a distorted geometry (wB97M-V/def2-TZVPD, the Open Molecules 2025 dataset).

```
13
Properties=species:S:1:pos:R:3:forces:R:3
C -1.43858 0.99871 1.17851 2.00 0.16 -1.82
C -0.14470 -0.46801 -0.36495 -2.27 1.38 1.85
C -2.21866 -0.15378 1.51003 -1.11 -1.36 0.07
C 1.07281 -0.19812 -1.10066 0.53 -0.08 -0.26
N -0.67487 -1.45631 0.16266 0.93 -0.70 -0.74
N -1.04916 2.13379 1.40640 -0.01 -0.21 0.11
N -1.78281 -1.33391 0.92907 -0.26 0.62 0.58
O -3.29144 -0.11204 2.09915 0.32 0.19 0.04
H 1.48455 -1.11854 -1.52456 0.01 -0.01 -0.01
H 1.81061 0.23120 -0.42207 0.04 0.05 -0.02
H 0.88621 0.52111 -1.89770 0.03 -0.04 0.03
H -1.20747 2.59289 2.30623 -0.27 -0.19 0.12
H -2.28517 -2.18736 1.12346 0.05 0.19 0.03
```
Forces are in eV/Å.

The value obtained for the orbital gap (spin up / spin down) is 7.302 / 7.412 eV. The calculation puts the LUMO energy (spin up / spin down) at -0.43 / -0.35 eV. Its charge is 0. The energy relative to the best compared isomer or geometry (same formula, charge and spin) comes out at 127.6 kcal/mol.


No. 7
# C4H5N3O2

A molecular structure, C4H5N3O2 at a distorted geometry (wB97M-V/def2-TZVPD, the Open Molecules 2025 dataset).

```
14
Properties=species:S:1:pos:R:3:forces:R:3
C 0.75969 -0.83697 0.00831 1.00 -4.49 -4.39
C -0.63799 -1.30323 -0.45092 -1.20 -0.48 0.46
C -1.59594 -0.10831 -0.25301 0.70 -2.05 -1.57
C -0.62532 1.01535 -0.09386 -1.11 3.38 0.58
H 2.75018 0.98452 -0.39008 -0.78 0.44 -0.76
H 1.42054 2.39381 0.42155 3.03 -4.55 -1.41
H -0.97487 -2.22403 -1.08260 1.51 1.97 0.98
H -2.05098 -1.89408 0.69078 -2.33 -0.99 0.25
H -2.54120 0.01891 -0.85956 1.41 0.04 0.91
N 1.93579 1.18451 0.18178 -3.96 5.74 2.95
N 0.72137 0.54538 -0.11206 0.88 -1.79 0.54
N -1.43985 -1.14361 0.76250 1.19 1.16 0.76
O 1.70228 -1.68886 0.00155 -2.44 4.03 1.03
O -1.01822 2.19083 0.01486 2.11 -2.40 -0.33
```
Forces are in eV/Å.

The value obtained for the orbital gap is 9.848 eV. The calculation puts the LUMO energy at 0.42 eV. Its charge is 0. The energy relative to the best compared isomer or geometry (same formula, charge and spin) comes out at 140.6 kcal/mol.


No. 8
# C4H5N3O3

2 unconnected molecules or ions with the total composition C4H5N3O3 at a distorted geometry (wB97M-V/def2-TZVPD, the Open Molecules 2025 dataset).

```
15
Properties=species:S:1:pos:R:3:forces:R:3
C 2.84395 -0.19573 -0.56414 0.38 -2.55 0.81
C 1.67906 0.34016 -1.01461 -1.20 1.34 -1.76
C 1.51260 -0.12994 1.17606 -0.31 -0.57 -1.03
C -1.81219 0.15796 -0.70308 4.03 -0.63 -1.07
N 2.68272 -0.59193 0.81368 0.19 1.00 -1.24
N 0.86515 0.47955 0.11167 1.57 -1.51 0.30
N -2.57121 0.36553 0.29557 -1.77 -0.23 1.18
O -1.49916 -0.42338 -1.67615 -1.01 0.91 1.34
O -3.72828 -0.41082 0.56159 1.16 -0.58 -0.07
O -0.25282 1.13665 0.27240 -2.92 0.25 -1.49
H 3.68276 -0.67999 -1.16089 -1.24 1.15 0.94
H 1.27687 0.58840 -2.09246 1.05 -0.27 2.64
H 0.94283 -0.38558 2.08669 0.67 0.62 -0.46
H -2.27984 1.01936 1.00182 0.08 -0.01 0.27
H -3.34244 -1.27026 0.89184 -0.66 1.07 -0.37
```
Forces are in eV/Å.

The value obtained for the orbital gap (spin up / spin down) is 7.493 / 7.489 eV. The calculation puts the LUMO energy (spin up / spin down) at -0.68 / -0.68 eV. Its charge is 0. The energy relative to the best compared isomer or geometry (same formula, charge and spin) comes out at 158.9 kcal/mol.


No. 9
# C4H5N3O3S

A single C4H5N3O3S molecule at a distorted geometry (wB97M-V/def2-TZVPD, the Open Molecules 2025 dataset).

```
16
Properties=species:S:1:pos:R:3:forces:R:3
C 0.66008 -0.50024 -2.14261 -0.65 0.67 0.91
C -0.30251 0.44368 -1.53356 -0.17 -1.14 2.00
C 0.99645 -1.90084 1.71811 -0.09 1.80 -1.56
C -0.11158 -0.01959 0.84666 0.23 -2.39 -0.73
N 1.40653 -1.31153 -2.44505 0.30 -0.18 -0.45
N -0.60778 0.58638 -0.31719 -0.33 -0.78 -1.10
N -1.21338 2.78985 -0.82293 1.11 1.18 1.10
O -0.95454 1.12289 -2.46449 -0.91 1.13 -2.01
O -1.38494 3.70716 -0.06695 -0.19 1.41 1.13
O 0.52032 -1.28424 0.55438 0.84 1.67 -0.49
S -2.10150 2.31626 -2.05483 -0.15 -2.11 -1.80
H 0.21262 -2.04692 2.34178 -2.45 -0.89 2.28
H 1.78696 -1.47686 2.25183 1.25 1.90 0.74
H 1.43266 -2.73896 1.39053 1.07 -3.74 -1.10
H -0.90310 -0.41358 1.50946 -0.21 1.51 0.07
H 0.56371 0.72656 1.23486 0.35 -0.02 0.98
```
Forces are in eV/Å.

The value obtained for the orbital gap (spin up / spin down) is 7.511 / 8.569 eV. The calculation puts the LUMO energy (spin up / spin down) at -0.39 / -1.56 eV. As for the expectation value of S²: 2.01. Its charge is 0. Its spin multiplicity is 3.


No. 10
# C4H5N3O4

A single C4H5N3O4 molecule at a distorted geometry (wB97M-V/def2-TZVPD, the Open Molecules 2025 dataset).

```
16
Properties=species:S:1:pos:R:3:forces:R:3
C 0.95152 -1.40185 -0.76133 2.33 -1.10 -1.42
C 1.43917 -0.31894 -0.22156 1.80 0.93 -0.01
C -0.75336 -0.08078 0.88538 2.05 0.53 0.60
C -1.47829 1.08855 1.04751 -1.24 4.54 0.12
N -0.22418 -1.92131 -0.37685 -0.85 -2.58 -0.36
N -1.11847 -1.06327 0.21827 -2.15 -1.87 -1.11
N 2.32475 0.61623 -0.40236 -1.57 -0.20 -0.75
O 3.36599 0.96500 0.13387 -0.45 -0.52 -0.02
O 1.85583 1.56978 -1.37095 -1.93 0.27 -0.98
O -2.36520 1.15646 2.07764 -0.17 1.06 1.32
O -1.24592 2.09749 0.35037 -0.28 -2.18 0.85
H 1.45130 -2.09209 -1.55426 -0.51 1.56 1.41
H -0.45652 -2.82662 -0.83605 -0.71 1.49 1.07
H -2.09691 -1.26165 -0.00908 0.20 0.01 -0.44
H -2.51332 2.09595 2.46957 0.65 -2.13 -1.63
H 0.86360 1.37704 -1.65017 2.83 0.19 1.34
```
Forces are in eV/Å.

The value obtained for the orbital gap (spin up / spin down) is 7.878 / 7.877 eV. The calculation puts the LUMO energy (spin up / spin down) at -0.01 / -0.01 eV. Its charge is 0. The energy relative to the best compared isomer or geometry (same formula, charge and spin) comes out at 227.0 kcal/mol.